The following is a DFT calculation (wB97M-V/def2-TZVPD) of a structure of composition C22H25As2N2NaO4 at a distorted geometry.

```
56
Properties=species:S:1:pos:R:3:forces:R:3
Na 0.907771 -0.118473 -0.007241 -1.4 -0.2 -0.8
C 3.160289 3.457973 -1.182789 0.5 0.5 -0.4
C 2.909534 4.264424 -0.084454 -0.4 -0.1 0.8
C 2.113790 3.781344 0.957586 0.5 1.4 -0.2
C 1.574042 2.491240 0.891412 -1.2 -0.8 1.5
N 1.830900 1.709605 -0.197962 1.1 2.3 -1.5
C 2.602261 2.196340 -1.193248 -1.1 -1.1 0.9
C 0.709841 1.905644 1.974139 1.8 1.0 -1.5
C 0.370680 2.600185 3.141468 -0.6 0.7 1.2
C -0.437243 1.996595 4.108608 0.5 0.8 -0.3
C -0.899871 0.706747 3.904045 -0.5 -0.4 0.7
C -0.533565 0.071455 2.735521 1.3 0.1 -0.8
N 0.245597 0.635379 1.788209 -1.0 -0.5 2.1
H 3.772932 3.801431 -2.007919 0.0 -0.1 0.0
H 3.328485 5.265550 -0.033288 0.0 0.0 0.1
H 1.935694 4.434921 1.802568 -0.1 -0.1 0.1
H 2.761273 1.516452 -2.025063 -0.1 -0.1 0.1
H 0.716793 3.608975 3.329687 0.1 0.0 -0.2
H -0.700552 2.535412 5.014554 0.1 0.0 -0.1
H -1.528069 0.209391 4.633523 0.0 -0.1 0.0
H -0.863495 -0.939746 2.516284 0.0 0.1 0.1
C -2.135845 2.085123 -2.331496 -0.3 -0.1 -0.5
As -1.161642 0.815045 -1.161948 0.8 1.5 -1.1
C -1.874669 1.592900 0.496670 -2.0 -0.8 0.4
C -1.801329 -0.933619 -1.838298 -1.3 -0.4 0.8
C -2.662296 -0.959579 -2.955811 0.3 -0.8 0.5
C -3.141921 -2.166921 -3.464065 0.3 0.1 0.1
C -2.770656 -3.368810 -2.881210 0.0 0.0 0.2
C -1.919297 -3.375490 -1.776840 -0.3 1.0 -0.6
C -1.433255 -2.173380 -1.234861 0.1 -1.0 -1.1
As -0.263068 -2.325058 0.342301 -0.3 0.2 1.5
C -1.384386 -3.573731 1.383240 -0.3 -0.3 0.1
C 1.353505 -3.470923 0.365364 -0.1 -0.9 -1.3
H -3.230346 1.929173 -2.238443 0.4 0.2 -0.2
H -1.817096 1.945336 -3.386184 -0.3 0.1 0.6
H -1.894391 3.125997 -2.031871 0.0 -0.7 0.0
H -2.964078 1.772451 0.389912 0.4 0.1 0.1
H -1.360586 2.551273 0.713013 -0.1 -0.7 -0.4
H -1.700390 0.883162 1.334243 -0.6 1.0 -0.9
H -2.977781 -0.060570 -3.450312 0.0 0.4 0.1
H -3.806209 -2.165131 -4.322363 0.0 0.0 0.0
H -3.142194 -4.304762 -3.281842 0.0 0.0 0.0
H -1.644265 -4.326027 -1.350157 0.1 -0.1 0.2
H -1.474261 -4.554176 0.875425 -0.1 0.4 0.3
H -2.390776 -3.130887 1.523554 0.5 -0.3 -0.1
H -0.917012 -3.740089 2.376469 -0.2 0.2 -0.6
H 1.072516 -4.526751 0.166948 0.2 0.4 0.1
H 1.856790 -3.399401 1.351978 -0.6 0.4 -0.6
H 2.052091 -3.130489 -0.427870 -0.6 -0.7 0.7
O 3.377683 -1.810102 -2.377303 1.2 -0.7 -0.2
C 2.723114 -1.318492 -1.473353 -3.3 1.6 -3.1
O 1.553856 -0.734732 -1.734142 2.4 -2.0 -0.3
C 3.216632 -1.360723 -0.062678 0.2 1.5 4.1
O 4.285070 -1.889365 0.206090 0.7 -0.6 -0.5
O 2.479409 -0.815458 0.901757 2.1 -1.5 -0.8
H 1.919997 0.783362 1.288447 1.2 -0.4 1.0
```
Positions in Å, forces in eV/Å.

Its charge is -2. For the HOMO-LUMO gap (alpha / beta), the calculation gives 0.099 / 0.098 Ha.

Atomic partial charges in e from the Löwdin method, atoms 1 to 4: atom 1 (Na): -0.323, atom 2 (C): -0.143, atom 3 (C): -0.140, atom 4 (C): -0.068